(1)
DFT (ωB97M-V with the def2-TZVPD basis set) results for a structure of composition C52H133F6N11O15Zn in a non-equilibrium geometry.

E_HOMO   -8.71 eV
Molecular weight   1332.08 g mol⁻¹
Total charge   0
Multiplicity   1
Lowest unoccupied orbital energy   0.1 eV

Each line ends with the Löwdin charge.
Geometry (Å):
Zn (0.606, 4.229, 27.218)  0.92
C (0.384, 6.150, 29.859)  -0.33
O (1.483, 6.757, 29.103)  -0.13
O (-0.086, 5.108, 29.032)  -0.23
C (0.890, 5.851, 31.331)  -0.58
F (1.232, 6.847, 32.099)  0.16
F (-0.137, 5.303, 32.036)  0.11
F (1.944, 5.044, 31.419)  0.15
C (1.759, 8.117, 29.325)  -0.27
C (2.954, 8.359, 28.402)  -0.06
H (3.279, 9.400, 28.411)  0.07
H (3.808, 7.780, 28.753)  0.08
H (2.758, 8.036, 27.380)  0.05
H (2.070, 8.310, 30.352)  0.11
H (0.939, 8.792, 29.081)  0.10
H (-0.337, 6.966, 29.911)  0.14
C (0.202, 6.209, 24.490)  -0.27
O (0.893, 5.073, 23.869)  -0.16
O (0.100, 5.762, 25.861)  -0.25
C (0.733, 7.589, 24.055)  -0.65
F (1.554, 8.182, 24.904)  0.16
F (1.350, 7.656, 22.926)  0.17
F (-0.251, 8.436, 23.930)  0.16
C (0.813, 4.818, 22.455)  -0.22
C (1.768, 3.681, 22.113)  -0.05
H (2.820, 3.930, 22.249)  0.06
H (1.653, 2.786, 22.724)  0.06
H (1.701, 3.437, 21.053)  0.06
H (1.195, 5.629, 21.835)  0.10
H (-0.186, 4.512, 22.142)  0.11
H (-0.812, 6.105, 24.104)  0.14
C (0.189, 0.660, 25.628)  -0.03
C (-0.038, 2.088, 25.140)  -0.38
C (-1.343, 2.625, 25.756)  -0.18
O (-1.192, 3.052, 27.109)  -0.22
C (-2.485, 3.268, 27.648)  -0.08
N (1.062, 2.904, 25.599)  0.04
H (0.927, 0.169, 24.992)  0.07
H (-0.662, -0.019, 25.587)  0.08
H (0.496, 0.648, 26.673)  0.09
H (0.006, 2.216, 24.059)  0.12
H (-2.142, 1.888, 25.668)  0.13
H (-1.619, 3.424, 25.068)  0.13
H (-2.261, 3.296, 28.714)  0.10
H (-3.254, 2.512, 27.490)  0.09
H (-2.997, 4.202, 27.416)  0.09
H (1.114, 3.640, 24.909)  0.04
H (1.934, 2.438, 25.394)  0.05
C (-1.288, 15.277, 26.178)  -0.06
C (-1.257, 15.147, 24.637)  -0.43
C (-1.611, 13.745, 24.107)  -0.20
O (-0.547, 12.900, 24.554)  -0.21
C (-0.720, 11.498, 24.192)  -0.08
N (-2.262, 16.071, 24.156)  0.02
H (-1.011, 16.257, 26.564)  0.07
H (-0.519, 14.621, 26.587)  0.06
H (-2.203, 14.958, 26.677)  0.08
H (-0.280, 15.431, 24.246)  0.13
H (-1.743, 13.559, 23.041)  0.12
H (-2.595, 13.410, 24.432)  0.12
H (-1.708, 11.147, 24.492)  0.08
H (0.039, 10.950, 24.751)  0.08
H (-0.618, 11.297, 23.126)  0.06
H (-2.194, 16.174, 23.153)  0.07
H (-1.796, 16.922, 24.438)  0.07
C (-0.825, 8.208, 20.178)  -0.04
C (-1.275, 9.703, 20.311)  -0.38
C (-0.484, 10.687, 19.387)  -0.22
O (-0.610, 11.978, 19.895)  -0.21
C (-0.078, 13.002, 18.981)  -0.06
N (-2.663, 9.659, 19.945)  0.04
H (-1.375, 7.449, 20.735)  0.05
H (0.204, 8.103, 20.521)  0.06
H (-0.928, 7.886, 19.142)  0.07
H (-1.184, 10.042, 21.343)  0.11
H (-0.911, 10.628, 18.386)  0.12
H (0.528, 10.337, 19.183)  0.09
H (-0.447, 13.986, 19.273)  0.09
H (-0.384, 12.865, 17.944)  0.09
H (1.006, 12.890, 18.986)  0.09
H (-3.165, 9.210, 20.697)  0.03
H (-3.028, 10.600, 19.911)  0.08
C (-0.602, 4.917, 19.363)  -0.05
C (-1.405, 3.875, 18.614)  -0.42
C (-2.015, 2.796, 19.545)  -0.19
O (-0.980, 2.014, 20.078)  -0.19
C (-1.321, 1.183, 21.165)  -0.10
N (-2.458, 4.570, 17.924)  0.04
H (-0.373, 5.734, 18.678)  0.08
H (0.233, 4.383, 19.817)  0.06
H (-1.173, 5.377, 20.170)  0.06
H (-0.705, 3.457, 17.891)  0.13
H (-2.782, 2.223, 19.024)  0.12
H (-2.673, 3.247, 20.288)  0.11
H (-1.621, 1.648, 22.105)  0.08
H (-0.441, 0.582, 21.392)  0.08
H (-2.071, 0.435, 20.907)  0.09
H (-3.072, 3.990, 17.370)  0.08
H (-2.067, 5.176, 17.217)  0.09
C (-4.247, 8.870, 27.526)  -0.04
C (-2.803, 8.539, 26.989)  -0.40
C (-1.633, 9.402, 27.674)  -0.12
O (-1.774, 10.829, 27.297)  -0.23
C (-1.063, 11.782, 28.066)  -0.10
N (-2.525, 7.140, 27.207)  0.05
H (-4.283, 8.458, 28.535)  0.07
H (-5.014, 8.419, 26.897)  0.07
H (-4.394, 9.932, 27.726)  0.07
H (-2.775, 8.679, 25.908)  0.10
H (-0.632, 9.102, 27.363)  0.11
H (-1.719, 9.258, 28.751)  0.11
H (-1.552, 11.842, 29.038)  0.08
H (-1.095, 12.737, 27.542)  0.06
H (-0.042, 11.447, 28.247)  0.08
H (-1.689, 6.989, 26.660)  0.04
H (-2.278, 6.993, 28.175)  0.06
C (-5.647, 5.090, 20.181)  -0.06
C (-5.235, 6.563, 20.490)  -0.38
C (-4.335, 6.740, 21.748)  -0.27
O (-3.992, 8.030, 21.901)  -0.21
C (-3.485, 8.335, 23.225)  -0.05
N (-4.456, 6.985, 19.320)  0.05
H (-4.792, 4.429, 20.042)  0.05
H (-6.282, 5.000, 19.299)  0.08
H (-6.161, 4.782, 21.092)  0.07
H (-6.127, 7.170, 20.643)  0.13
H (-3.459, 6.092, 21.703)  0.12
H (-4.848, 6.341, 22.622)  0.12
H (-2.562, 7.798, 23.445)  0.06
H (-4.164, 8.116, 24.050)  0.09
H (-3.098, 9.351, 23.304)  0.08
H (-3.958, 7.777, 19.701)  0.01
H (-3.772, 6.278, 19.092)  0.03
C (3.333, 6.123, 19.530)  -0.05
C (3.751, 6.307, 18.044)  -0.38
C (3.384, 7.676, 17.425)  -0.18
O (1.981, 7.658, 17.168)  -0.19
C (1.410, 8.915, 16.819)  -0.10
N (5.200, 6.003, 17.946)  0.05
H (3.764, 6.947, 20.098)  0.06
H (3.613, 5.156, 19.947)  0.05
H (2.273, 6.302, 19.711)  0.06
H (3.229, 5.557, 17.450)  0.12
H (3.945, 7.870, 16.511)  0.12
H (3.697, 8.376, 18.200)  0.11
H (0.352, 8.705, 16.662)  0.09
H (1.733, 9.373, 15.884)  0.08
H (1.647, 9.640, 17.598)  0.07
H (5.328, 5.040, 18.223)  0.03
H (5.718, 6.507, 18.651)  0.06
C (4.341, 6.160, 23.014)  -0.06
C (4.420, 5.382, 24.282)  -0.45
C (5.774, 4.708, 24.473)  -0.16
O (5.985, 3.810, 23.330)  -0.20
C (7.322, 3.438, 23.308)  -0.13
N (4.248, 6.253, 25.418)  0.07
H (3.393, 6.674, 22.860)  0.06
H (4.455, 5.556, 22.114)  0.06
H (5.131, 6.909, 22.971)  0.09
H (3.584, 4.682, 24.279)  0.11
H (5.780, 4.287, 25.478)  0.12
H (6.574, 5.448, 24.465)  0.12
H (8.041, 4.245, 23.449)  0.09
H (7.446, 3.017, 22.310)  0.08
H (7.553, 2.694, 24.070)  0.07
H (4.997, 6.928, 25.482)  0.08
H (3.417, 6.804, 25.256)  0.05
C (1.720, 1.298, 17.827)  -0.07
C (2.864, 2.296, 17.884)  -0.42
C (3.957, 2.068, 18.993)  -0.18
O (4.860, 3.143, 19.119)  -0.21
C (5.821, 2.863, 20.102)  -0.12
N (3.395, 2.470, 16.529)  0.05
H (2.003, 0.246, 17.814)  0.08
H (1.038, 1.583, 17.025)  0.08
H (1.076, 1.412, 18.699)  0.05
H (2.324, 3.207, 18.142)  0.12
H (4.495, 1.166, 18.703)  0.13
H (3.465, 1.927, 19.955)  0.11
H (6.525, 3.694, 20.088)  0.09
H (6.442, 1.983, 19.930)  0.09
H (5.406, 2.760, 21.104)  0.06
H (4.198, 3.070, 16.649)  0.06
H (3.775, 1.609, 16.164)  0.07
C (3.433, 14.005, 22.781)  -0.06
C (2.535, 13.342, 21.781)  -0.45
C (2.455, 11.811, 21.810)  -0.16
O (3.761, 11.255, 21.529)  -0.14
C (3.576, 9.896, 21.316)  -0.15
N (1.199, 13.877, 21.770)  0.06
H (4.497, 13.842, 22.612)  0.08
H (3.132, 13.767, 23.801)  0.08
H (3.301, 15.087, 22.750)  0.08
H (2.898, 13.761, 20.842)  0.14
H (1.722, 11.585, 21.036)  0.10
H (2.061, 11.502, 22.778)  0.13
H (4.554, 9.418, 21.270)  0.09
H (3.072, 9.631, 20.386)  0.07
H (2.996, 9.389, 22.086)  0.07
H (0.606, 13.417, 21.093)  0.02
H (0.704, 13.623, 22.613)  0.05
C (3.940, 0.334, 23.085)  -0.05
C (4.154, 0.545, 24.562)  -0.43
C (5.649, 0.236, 25.022)  -0.15
O (5.740, 0.671, 26.392)  -0.21
C (7.067, 0.605, 26.961)  -0.07
N (3.787, 1.860, 24.932)  0.06
H (4.427, -0.573, 22.728)  0.08
H (4.359, 1.166, 22.518)  0.06
H (2.893, 0.155, 22.840)  0.07
H (3.471, -0.137, 25.069)  0.13
H (6.301, 0.789, 24.346)  0.11
H (5.884, -0.820, 24.892)  0.12
H (6.982, 0.569, 28.047)  0.09
H (7.711, 1.396, 26.577)  0.08
H (7.547, -0.333, 26.683)  0.08
H (3.998, 2.465, 24.151)  0.05
H (4.433, 2.083, 25.675)  0.08

---

(2)
DFT (ωB97M-V with the def2-TZVPD basis set) results for a cluster of 11 separate species, C52H134N12O20 in total in a non-equilibrium geometry.

E_HOMO   -8.50 eV
Molecular weight   1247.71 g mol⁻¹
Total charge   0
Multiplicity   1
Structure (SMILES)   COCCNCCOC.COCCNCCOC.COCCNCCOC.COCCNCCOC.COCCNCCOC.COCCNCCOC.COCCNCCOC.COCCNCCOC.NC(N)=O.NC(N)=O.OCCO
Lowest unoccupied orbital energy   0.2 eV

Each line ends with the Löwdin charge.
Geometry (Å):
C (-0.415, -14.593, 7.540)  -0.09
O (0.038, -13.975, 6.304)  -0.19
C (-0.960, -13.144, 5.659)  -0.21
C (-0.400, -12.551, 4.354)  -0.21
N (0.588, -11.515, 4.701)  -0.07
C (0.877, -10.718, 3.491)  -0.19
C (-0.089, -9.531, 3.305)  -0.20
O (0.422, -8.273, 3.857)  -0.18
C (-0.557, -7.272, 3.918)  -0.15
H (-1.451, -14.931, 7.576)  0.08
H (-0.271, -13.823, 8.298)  0.08
H (0.152, -15.490, 7.786)  0.08
H (-1.485, -12.401, 6.260)  0.12
H (-1.775, -13.807, 5.368)  0.11
H (-1.210, -12.047, 3.827)  0.10
H (0.080, -13.266, 3.685)  0.12
H (0.137, -10.909, 5.371)  0.10
H (0.894, -11.334, 2.593)  0.11
H (1.848, -10.227, 3.552)  0.11
H (-1.087, -9.707, 3.705)  0.11
H (-0.235, -9.460, 2.228)  0.11
H (-0.087, -6.388, 4.349)  0.08
H (-1.457, -7.409, 4.517)  0.08
H (-0.872, -6.909, 2.939)  0.08
C (2.927, -8.407, -3.325)  -0.10
O (3.905, -7.975, -2.362)  -0.21
C (4.037, -6.531, -2.245)  -0.17
C (5.128, -6.188, -1.138)  -0.21
N (6.382, -6.770, -1.499)  -0.07
C (7.509, -6.490, -0.588)  -0.18
C (7.460, -7.302, 0.725)  -0.23
O (7.759, -8.646, 0.411)  -0.18
C (7.856, -9.447, 1.569)  -0.11
H (3.279, -8.166, -4.328)  0.08
H (1.960, -7.937, -3.143)  0.08
H (2.840, -9.492, -3.286)  0.08
H (3.135, -5.990, -1.961)  0.11
H (4.362, -6.187, -3.228)  0.11
H (4.870, -6.593, -0.159)  0.10
H (5.169, -5.112, -0.966)  0.12
H (6.266, -7.773, -1.497)  0.10
H (7.499, -5.476, -0.188)  0.11
H (8.446, -6.640, -1.124)  0.11
H (6.455, -7.182, 1.129)  0.11
H (8.207, -6.867, 1.390)  0.12
H (8.528, -8.960, 2.276)  0.09
H (8.130, -10.467, 1.297)  0.09
H (6.904, -9.637, 2.066)  0.08
C (-12.822, -2.982, 6.477)  -0.09
O (-11.528, -2.816, 7.102)  -0.21
C (-11.433, -3.551, 8.333)  -0.23
C (-10.553, -2.791, 9.328)  -0.26
N (-9.212, -2.503, 8.910)  -0.06
C (-8.460, -1.723, 9.928)  -0.17
C (-7.080, -1.370, 9.373)  -0.22
O (-6.866, -0.129, 8.679)  -0.20
C (-5.532, 0.160, 8.230)  -0.10
H (-13.502, -2.442, 7.137)  0.09
H (-13.073, -4.031, 6.326)  0.08
H (-12.800, -2.508, 5.495)  0.08
H (-11.055, -4.553, 8.126)  0.12
H (-12.370, -3.666, 8.876)  0.11
H (-10.599, -3.405, 10.227)  0.12
H (-11.170, -1.923, 9.561)  0.12
H (-9.287, -2.193, 7.952)  0.11
H (-8.383, -2.351, 10.816)  0.12
H (-8.977, -0.823, 10.261)  0.12
H (-6.639, -2.200, 8.821)  0.12
H (-6.423, -1.391, 10.243)  0.11
H (-4.840, 0.243, 9.068)  0.08
H (-5.442, 1.025, 7.573)  0.08
H (-5.169, -0.710, 7.683)  0.08
C (1.601, 4.284, -8.135)  -0.13
O (2.645, 4.045, -9.053)  -0.20
C (3.263, 5.266, -9.479)  -0.20
C (4.543, 4.899, -10.325)  -0.19
N (4.285, 4.707, -11.759)  -0.07
C (3.466, 3.527, -11.998)  -0.19
C (2.980, 3.681, -13.477)  -0.22
O (4.072, 3.579, -14.404)  -0.20
C (3.696, 3.411, -15.783)  -0.10
H (0.852, 4.944, -8.572)  0.08
H (1.905, 4.755, -7.200)  0.08
H (0.951, 3.476, -7.800)  0.08
H (3.660, 5.830, -8.635)  0.11
H (2.621, 5.948, -10.035)  0.12
H (5.087, 4.090, -9.837)  0.11
H (5.216, 5.755, -10.272)  0.11
H (5.148, 4.631, -12.278)  0.11
H (2.553, 3.507, -11.403)  0.11
H (4.021, 2.600, -11.857)  0.12
H (2.394, 4.593, -13.596)  0.12
H (2.244, 2.885, -13.587)  0.11
H (3.007, 2.593, -15.992)  0.08
H (4.624, 3.172, -16.302)  0.08
H (3.261, 4.344, -16.141)  0.08
C (-9.217, -0.051, -4.544)  -0.10
O (-7.931, -0.287, -5.053)  -0.20
C (-7.228, 0.888, -5.442)  -0.25
C (-6.092, 0.640, -6.357)  -0.23
N (-5.192, -0.313, -5.699)  -0.03
C (-4.238, -0.858, -6.684)  -0.20
C (-4.868, -1.895, -7.564)  -0.29
O (-5.133, -3.025, -6.807)  -0.17
C (-5.685, -4.137, -7.550)  -0.08
H (-9.081, 0.530, -3.633)  0.09
H (-9.745, -0.999, -4.434)  0.09
H (-9.725, 0.508, -5.330)  0.08
H (-6.942, 1.451, -4.553)  0.13
H (-7.838, 1.567, -6.037)  0.12
H (-5.651, 1.575, -6.705)  0.13
H (-6.503, 0.213, -7.271)  0.11
H (-5.816, -1.064, -5.440)  0.09
H (-3.390, -1.336, -6.193)  0.12
H (-3.833, -0.079, -7.330)  0.12
H (-4.162, -2.067, -8.376)  0.12
H (-5.742, -1.510, -8.090)  0.11
H (-6.717, -4.014, -7.878)  0.08
H (-5.536, -4.906, -6.792)  0.09
H (-5.220, -4.358, -8.511)  0.08
C (13.199, 6.466, -6.825)  -0.09
O (12.609, 6.109, -5.551)  -0.21
C (11.618, 5.081, -5.632)  -0.22
C (10.988, 4.873, -4.264)  -0.21
N (10.328, 6.094, -3.748)  -0.05
C (9.277, 5.902, -2.696)  -0.16
C (9.623, 4.988, -1.446)  -0.24
O (10.346, 5.830, -0.631)  -0.21
C (10.675, 5.298, 0.639)  -0.10
H (13.605, 5.560, -7.275)  0.08
H (13.938, 7.251, -6.668)  0.08
H (12.517, 6.890, -7.563)  0.08
H (12.176, 4.200, -5.948)  0.12
H (10.877, 5.329, -6.392)  0.12
H (11.728, 4.464, -3.576)  0.11
H (10.232, 4.091, -4.198)  0.12
H (11.075, 6.546, -3.240)  0.09
H (8.490, 5.321, -3.177)  0.10
H (8.862, 6.856, -2.371)  0.11
H (10.305, 4.178, -1.705)  0.11
H (8.764, 4.552, -0.936)  0.12
H (11.396, 5.910, 1.181)  0.09
H (11.107, 4.301, 0.559)  0.08
H (9.745, 5.231, 1.203)  0.08
C (3.669, 7.551, 2.743)  -0.12
O (2.428, 7.367, 3.400)  -0.18
C (2.431, 7.844, 4.731)  -0.24
C (3.334, 7.219, 5.766)  -0.23
N (3.042, 5.790, 5.875)  -0.04
C (4.097, 5.139, 6.671)  -0.21
C (4.483, 3.748, 6.235)  -0.23
O (4.822, 3.685, 4.842)  -0.17
C (5.035, 2.338, 4.488)  -0.13
H (4.026, 8.578, 2.659)  0.09
H (3.517, 7.230, 1.712)  0.09
H (4.482, 6.956, 3.158)  0.08
H (1.410, 7.643, 5.054)  0.12
H (2.405, 8.929, 4.633)  0.12
H (3.339, 7.677, 6.755)  0.13
H (4.334, 7.485, 5.422)  0.10
H (3.063, 5.320, 4.981)  0.10
H (3.700, 5.198, 7.684)  0.12
H (5.007, 5.735, 6.612)  0.11
H (3.662, 3.050, 6.399)  0.11
H (5.245, 3.380, 6.923)  0.12
H (4.346, 1.670, 5.005)  0.08
H (5.973, 1.908, 4.839)  0.08
H (5.008, 2.232, 3.404)  0.09
C (-9.002, 5.441, 7.122)  -0.08
O (-8.768, 6.866, 6.974)  -0.22
C (-7.387, 7.250, 7.012)  -0.19
C (-6.798, 7.113, 5.560)  -0.21
N (-7.686, 7.854, 4.716)  -0.08
C (-7.473, 7.494, 3.319)  -0.20
C (-6.257, 8.119, 2.570)  -0.18
O (-5.982, 7.511, 1.293)  -0.18
C (-5.318, 6.310, 1.365)  -0.15
H (-8.584, 4.756, 6.384)  0.07
H (-10.065, 5.200, 7.110)  0.09
H (-8.467, 5.217, 8.045)  0.08
H (-6.728, 6.798, 7.753)  0.11
H (-7.483, 8.267, 7.392)  0.12
H (-6.780, 6.064, 5.264)  0.11
H (-5.811, 7.540, 5.385)  0.11
H (-8.636, 7.605, 4.951)  0.10
H (-8.337, 7.947, 2.833)  0.12
H (-7.534, 6.412, 3.195)  0.11
H (-5.411, 8.223, 3.249)  0.11
H (-6.467, 9.136, 2.240)  0.12
H (-5.870, 5.511, 1.859)  0.08
H (-4.321, 6.441, 1.785)  0.09
H (-5.257, 5.870, 0.370)  0.09
N (6.025, -0.799, -5.386)  0.16
C (6.897, -1.350, -6.188)  -0.85
N (7.080, -2.575, -5.952)  0.17
O (7.391, -0.763, -7.113)  0.05
H (5.728, -1.234, -4.525)  0.11
H (5.464, -0.048, -5.762)  0.12
H (7.896, -3.001, -6.368)  0.13
H (6.670, -3.141, -5.223)  0.12
N (0.921, 1.649, 1.793)  0.16
C (0.867, 1.262, 0.548)  -0.79
N (-0.380, 1.249, 0.114)  0.15
O (1.821, 1.001, -0.136)  0.04
H (0.060, 1.918, 2.249)  0.11
H (1.807, 1.638, 2.278)  0.12
H (-0.582, 1.110, -0.866)  0.12
H (-1.120, 1.052, 0.773)  0.10
O (-8.903, -0.604, 3.224)  -0.08
C (-8.152, -1.236, 2.192)  -0.24
C (-7.127, -0.173, 1.677)  -0.22
O (-6.160, 0.053, 2.706)  -0.07
H (-9.666, -1.142, 3.446)  0.08
H (-7.598, -2.110, 2.536)  0.11
H (-8.874, -1.606, 1.464)  0.11
H (-7.695, 0.734, 1.469)  0.11
H (-6.736, -0.550, 0.731)  0.12
H (-6.638, 0.289, 3.504)  0.08